Entry 1:
{"formula": "C16H38AlN5Se3SiTe", "method": "the ωB97M-V functional and the def2-TZVPD basis", "species": ["Te", "Se", "Se", "Se", "Si", "Al", "N", "N", "N", "N", "N", "C", "C", "C", "C", "C", "C", "C", "C", "C", "C", "C", "C", "C", "C", "C", "C", "H", "H", "H", "H", "H", "H", "H", "H", "H", "H", "H", "H", "H", "H", "H", "H", "H", "H", "H", "H", "H", "H", "H", "H", "H", "H", "H", "H", "H", "H", "H", "H", "H", "H", "H", "H", "H", "H"], "positions_angstrom": [[-2.459434, -4.220758, 0.253558], [-3.655437, -0.740683, 0.951886], [-4.433278, -2.697466, -0.049891], [-0.931681, -2.919044, -1.240983], [0.216847, 0.078520, 1.364749], [-1.430533, -0.521622, -0.449483], [-1.703518, -0.628885, -3.815965], [-3.940133, -1.173313, -3.641967], [0.467726, 0.042086, -4.303665], [-2.866592, -0.090813, -1.888055], [-0.326420, 0.018585, -2.093539], [-2.839002, -0.649220, -3.052356], [0.217301, 2.053338, 1.222625], [2.116663, -2.120618, 1.457377], [0.825546, 2.783735, 2.417609], [2.373873, -0.626250, -0.427972], [2.052515, -0.644835, 1.065682], [1.806121, 0.418876, -3.888134], [-0.829733, -1.885090, 3.164021], [0.778563, -0.362211, 4.275615], [-1.494204, 0.398064, 3.727890], [3.156465, 0.119220, 1.795593], [-1.235189, 2.480322, 1.040354], [-0.482896, -0.168984, -3.360864], [0.162562, 0.261777, -5.702655], [-0.324536, -0.442973, 3.216230], [0.963099, 2.539539, -0.017683], [4.111393, -0.399334, 1.689977], [-1.709669, -1.182110, -4.660186], [-3.807473, -0.064043, -1.492779], [2.019473, 2.292534, 0.025997], [0.304158, 2.549984, 3.338608], [0.525748, 2.114044, -0.917735], [1.585642, -1.057437, 4.070120], [0.367430, -0.628723, 5.250744], [-1.177065, -2.201600, 4.147273], [0.768253, 3.864430, 2.270068], [3.071234, -2.552416, 1.148200], [-1.210528, 1.428142, 3.921087], [2.027967, -2.265485, 2.528290], [-1.867740, -0.013759, 4.666641], [-3.830088, -1.811560, -4.412816], [2.475783, 0.322629, -4.741139], [-1.670725, -1.961639, 2.477275], [-1.305893, 3.541085, 0.797389], [1.654776, -1.251311, -0.957239], [1.319889, -2.668249, 0.956322], [-0.061270, -2.576471, 2.839462], [0.581806, 0.369563, -1.834710], [-0.098432, 1.309912, -5.888559], [-0.660826, -0.359294, -6.046636], [-4.713292, -1.380540, -3.024812], [2.365523, 0.384100, -0.826299], [0.887238, 3.625927, -0.098704], [-1.692117, 1.913924, 0.217784], [2.152496, -0.251318, -3.102508], [3.370401, -1.038824, -0.600861], [3.277564, 1.116233, 1.378842], [1.042900, 0.017237, -6.297786], [-1.824841, 2.298881, 1.930477], [1.856082, 1.453203, -3.533848], [1.185908, 0.642546, 4.350816], [-2.320927, 0.392707, 3.020288], [1.872204, 2.517149, 2.537045], [2.942319, 0.208586, 2.853936]], "forces_ev_per_angstrom": [[-0.09, 0.07, -0.10], [0.36, 0.05, 0.12], [-0.17, -0.13, -0.11], [-0.08, 0.39, 0.25], [0.43, 0.40, 0.62], [-0.49, -1.12, -0.43], [0.12, -0.36, -0.44], [-0.05, -0.02, -0.25], [0.06, -0.31, -0.02], [-0.18, 0.09, 0.09], [0.45, 0.10, 0.11], [-0.49, 0.45, 0.48], [0.17, -0.25, 0.07], [-0.23, 0.06, 0.09], [-0.07, -0.16, -0.02], [-0.13, -0.04, 0.10], [-0.35, 0.09, -0.14], [0.09, 0.00, 0.17], [-0.05, 0.05, -0.31], [0.03, 0.09, -0.34], [-0.04, 0.16, -0.28], [-0.29, 0.06, -0.03], [-0.01, -0.17, 0.00], [0.06, 0.14, 0.24], [-0.18, 0.21, -0.19], [-0.05, 0.01, -0.36], [0.05, -0.19, 0.06], [0.11, -0.10, -0.06], [0.06, 0.10, 0.21], [0.28, -0.13, 0.03], [0.18, -0.02, -0.09], [0.00, 0.01, 0.18], [0.02, 0.05, -0.22], [0.19, -0.03, 0.03], [-0.12, -0.03, 0.10], [-0.04, -0.03, 0.22], [0.00, 0.15, -0.02], [0.13, 0.00, -0.07], [0.00, 0.16, 0.04], [-0.03, -0.09, 0.12], [-0.02, -0.12, 0.11], [-0.02, 0.02, 0.03], [-0.05, -0.04, 0.07], [-0.04, -0.15, 0.02], [0.00, 0.18, -0.05], [0.02, -0.06, -0.17], [-0.05, -0.21, 0.01], [0.08, -0.21, -0.05], [0.21, 0.11, -0.19], [-0.01, -0.07, -0.05], [0.08, 0.03, -0.08], [0.17, -0.12, 0.02], [0.02, 0.20, -0.17], [-0.06, 0.13, -0.01], [-0.15, 0.23, -0.02], [0.05, 0.05, 0.00], [0.14, -0.05, -0.04], [0.07, 0.18, 0.04], [-0.13, -0.05, 0.05], [-0.21, -0.04, 0.12], [-0.02, 0.01, 0.05], [0.15, 0.13, 0.08], [-0.13, 0.03, 0.05], [0.15, 0.03, 0.11], [0.07, 0.09, 0.20]], "de_lowest_kj_mol": 33.59}

---

Entry 2:
{"formula": "C16H38BBeBr6Cl3Cs2FN3O7P", "method": "the ωB97M-V functional and the def2-TZVPD basis", "species": ["Cs", "Cs", "Br", "Br", "Br", "Br", "Br", "Br", "Cl", "Cl", "Cl", "P", "F", "O", "O", "O", "O", "O", "O", "O", "N", "N", "N", "C", "C", "C", "C", "C", "C", "C", "C", "C", "C", "C", "C", "C", "C", "C", "C", "B", "Be", "H", "H", "H", "H", "H", "H", "H", "H", "H", "H", "H", "H", "H", "H", "H", "H", "H", "H", "H", "H", "H", "H", "H", "H", "H", "H", "H", "H", "H", "H", "H", "H", "H", "H", "H", "H", "H", "H"], "positions_angstrom": [[-9.324515, -1.748657, -2.531501], [-2.279295, 2.340136, 0.834492], [1.332788, -1.409943, 5.057102], [2.828020, -1.696698, -3.495999], [2.970039, 1.151572, -4.902380], [0.480557, -0.750170, -5.419468], [4.699163, -2.643475, 4.434851], [-4.921401, 3.196795, -3.259991], [6.715842, 1.357062, 2.949048], [3.977734, 2.727311, 4.451074], [5.512910, -2.307689, 0.494093], [-5.125143, -1.724000, -1.719756], [7.673364, -1.560868, 0.185678], [6.498980, -1.647448, -0.649788], [-1.541672, 3.013347, -0.747526], [-4.643173, 0.637270, -0.316560], [4.245267, -2.485235, -0.074712], [3.681357, 1.864163, 0.100019], [5.535964, -1.359078, 1.522491], [6.085964, -3.538277, 0.837577], [4.945133, 3.646042, 0.712124], [2.698055, 3.545213, 1.252253], [-6.883500, -1.851056, -1.920552], [4.097668, 1.110177, 3.689347], [-3.104059, -1.265888, -3.631559], [-4.190841, -0.602155, 2.350754], [-1.962449, -1.392189, -2.614609], [-1.727358, -0.141214, -1.774215], [-4.454734, -0.744469, -3.136345], [-2.440100, 3.563263, -1.745687], [-5.126973, -1.338942, 1.342819], [-0.169232, 0.100625, -1.562115], [-0.208601, 2.710163, -1.246278], [2.367959, -0.664629, -5.052089], [3.357420, -3.310898, 5.684433], [0.216670, 1.287650, -0.641213], [1.988180, -3.239941, 5.066809], [5.452990, 0.490638, 3.870441], [3.779883, 2.952098, 0.649869], [-4.961946, -0.672662, -0.096714], [-4.518205, -3.781363, -4.221410], [-0.208798, 1.194765, 0.374718], [-6.172355, -1.309397, 1.637392], [-5.158262, -0.859878, -3.958527], [2.722631, 4.431295, 1.719369], [1.977599, -3.587237, 4.039724], [2.877904, -1.106143, -5.894449], [-3.165114, -0.728412, 1.959361], [1.847825, 3.023550, 1.211643], [0.175518, -0.818499, -1.106331], [5.418657, -0.536554, 3.501560], [1.264189, -3.806475, 5.647058], [5.039390, 4.534893, 1.164913], [-2.809434, -0.627178, -4.458521], [5.750395, 3.228822, 0.284211], [-0.165061, 2.710920, -2.324215], [-4.510855, 0.451601, 2.319298], [3.449823, -2.727347, 6.593355], [-2.299324, 4.626452, -1.876073], [-2.333777, 3.050420, -2.683810], [3.347164, 0.481616, 4.162991], [1.295576, 1.288145, -0.533898], [5.755222, 0.474531, 4.914041], [0.272307, 0.219389, -2.542883], [-1.055787, -1.549205, -3.188334], [-2.234626, 0.743672, -2.146088], [-3.763538, 0.811671, -0.005536], [-3.490395, 3.408629, -1.408470], [-2.094117, -2.291475, -2.023202], [-4.796960, -2.368279, 1.265982], [-2.103279, -0.383002, -0.758875], [-4.462401, 0.318747, -2.899758], [-7.213888, -0.899777, -1.829668], [3.634006, -4.342041, 5.890019], [3.849565, 1.216100, 2.635318], [-7.094894, -2.223224, -2.834360], [-4.279095, -1.050408, 3.327580], [0.469670, 3.445266, -0.831028], [-3.294192, -2.262531, -4.069311]], "forces_ev_per_angstrom": [[-3.63, -0.01, -0.54], [-6.88, -4.76, 14.76], [-0.12, 0.05, -0.08], [0.00, 0.00, 0.04], [-0.02, 0.03, 0.04], [-0.02, 0.03, -0.13], [-0.22, -0.45, 0.34], [-0.78, -0.34, -0.43], [0.01, -0.01, 0.05], [-0.01, 0.00, -0.01], [-1.56, -1.43, 2.42], [0.54, -1.37, -0.15], [-0.45, 0.24, -1.31], [1.14, 0.10, 0.28], [6.78, 5.62, -13.90], [0.11, -0.29, -0.24], [0.00, 0.76, -1.44], [-0.11, -0.08, 0.00], [0.07, 0.41, 0.00], [0.75, -0.14, -0.18], [-0.12, -0.01, -0.17], [0.09, 0.03, -0.27], [2.28, 0.52, 0.95], [-0.13, -0.02, -0.08], [-0.17, 0.04, 0.37], [-0.84, -0.16, -1.34], [-0.19, 0.40, -0.95], [1.37, -0.28, 1.45], [-0.36, 0.18, 0.43], [-0.91, 0.44, 0.22], [1.34, 0.70, -0.59], [-1.84, 0.39, 0.58], [0.86, -1.62, 1.56], [0.04, 0.00, 0.06], [0.25, -0.19, -0.23], [-0.52, 0.64, -1.29], [-0.13, 0.07, 0.17], [0.13, -0.09, -0.10], [0.09, 0.19, 0.07], [-1.14, -0.52, -0.02], [-0.49, -0.48, -0.03], [0.76, -0.43, -0.61], [-0.20, -0.05, 0.17], [-0.23, 0.03, -0.15], [0.07, -0.04, 0.10], [0.04, -0.01, -0.03], [0.01, -0.02, -0.04], [-0.21, 0.27, 0.48], [-0.14, -0.05, 0.14], [0.47, -0.23, -0.06], [0.14, 0.67, 0.04], [0.04, 0.00, 0.07], [-0.01, -0.03, 0.08], [0.17, 0.15, -0.17], [0.04, -0.05, 0.06], [-0.17, 0.01, -0.27], [0.49, -0.27, 0.53], [-0.06, 0.05, 0.00], [0.27, 0.27, 0.03], [0.07, -0.27, -0.18], [0.03, -0.02, 0.06], [0.29, 0.08, 0.07], [0.02, 0.07, 0.01], [0.35, 0.05, -0.14], [0.17, -0.25, -0.15], [-0.15, 0.10, -0.23], [0.05, 0.15, 0.32], [0.79, -0.03, -0.13], [-0.08, -0.03, 0.39], [-0.30, -0.40, 0.04], [-0.16, 0.40, -0.19], [0.15, 0.25, -0.09], [0.27, 0.22, -0.34], [-0.03, -0.03, -0.03], [0.05, 0.04, -0.01], [1.07, -0.07, -0.24], [0.16, 0.20, 0.39], [0.11, 0.38, -0.21], [0.45, 0.32, 0.01]], "charge": 1}

---

Number 1: LUMO energy -0.2 eV, HOMO energy -0.24795 Eh, gap between HOMO and LUMO 6.54 eV. Number 2: LUMO energy -3.2 eV, HOMO energy -0.32813 Eh, gap between HOMO and LUMO 5.74 eV.